The following is a DFT calculation (wB97M-V/def2-TZVPD) of a cluster of 8 separate species, C22H62N6O8 in total in a non-equilibrium geometry.

The geometry in XYZ format:
```
98
Properties=species:S:1:pos:R:3:forces:R:3
C 3.204892 3.781833 -1.160901 0.241 -0.325 -1.027
C 2.489466 2.466486 -0.905302 0.968 -0.772 0.257
C 2.799076 1.893972 0.477913 2.173 0.330 -0.697
O 4.258513 1.918071 0.561854 -0.868 -0.561 0.270
C 4.802650 1.252313 1.676038 0.443 0.577 1.285
N 1.063048 2.506525 -1.110334 -0.635 1.023 0.615
H 4.258785 3.633282 -0.967419 0.326 -0.305 -0.398
H 3.014538 4.602239 -0.496385 -0.979 0.470 0.324
H 3.052647 4.048676 -2.230309 0.111 0.200 0.771
H 2.933518 1.764624 -1.637137 -0.164 0.049 0.251
H 2.504206 0.877238 0.529647 -0.515 -1.287 -0.056
H 2.287544 2.366735 1.306019 0.116 0.719 0.274
H 4.501045 0.206282 1.889137 -0.310 0.374 -0.626
H 4.603386 1.834052 2.595996 -0.249 -0.284 -0.153
H 5.897099 1.263588 1.612508 -0.186 -0.037 -0.461
H 0.790542 3.267749 -0.465033 -0.584 -0.641 -0.442
H 0.626040 1.637463 -0.771828 0.158 0.530 0.011
C 2.760566 -4.446981 1.409802 0.505 -1.304 -0.316
C 3.384655 -3.115680 1.209662 -0.241 1.133 0.308
C 4.552003 -3.134714 0.274305 0.429 -1.229 -0.894
O 5.544420 -4.076669 0.671823 0.689 0.970 0.686
C 6.213020 -3.616294 1.873527 -0.429 -0.915 -0.505
N 2.374781 -2.212374 0.693726 -1.046 0.433 -0.094
H 3.572317 -5.164093 1.566035 -0.189 -0.146 -0.089
H 2.257908 -4.708777 0.459426 0.026 -0.165 0.500
H 2.091228 -4.556715 2.258128 -0.238 0.379 -0.070
H 3.800473 -2.692266 2.130055 -0.447 -0.097 0.328
H 4.967856 -2.127910 0.224805 0.196 0.209 -0.135
H 4.220617 -3.436922 -0.738428 0.166 0.099 0.364
H 6.502146 -2.579819 1.806495 -0.312 0.683 -0.068
H 7.158457 -4.133140 1.977138 -0.022 -0.539 -0.057
H 5.578740 -3.811756 2.750768 0.315 0.194 -0.117
H 1.762102 -2.692524 0.024937 0.431 0.207 0.170
H 2.787974 -1.421168 0.219310 0.080 0.175 -0.051
C -0.135562 2.112433 -4.634236 0.769 -0.147 0.486
O -0.770374 2.009369 -5.645056 -1.407 -0.190 -1.437
N -0.380411 2.947562 -3.624572 -0.474 1.207 1.059
N 0.958735 1.325326 -4.397208 0.597 -0.954 0.212
H 0.098957 2.873020 -2.728401 0.198 -0.165 -0.072
H -1.176859 3.551438 -3.659092 -0.146 0.085 -0.352
H 1.027124 0.501393 -4.977513 0.420 0.526 -0.041
H 1.746884 1.699997 -3.894845 -0.055 -0.342 0.002
C 1.223758 1.056496 3.596269 -0.138 -1.136 -0.268
O 1.631230 1.714561 4.548144 -0.290 -0.265 -0.765
N 0.188356 1.358668 2.767963 0.278 0.629 0.595
N 1.761061 -0.151015 3.216200 1.537 -0.910 0.563
H -0.447500 2.011458 3.178347 -0.687 0.310 -0.580
H -0.034121 0.687987 2.044196 -0.427 0.442 0.078
H 2.578023 -0.422779 3.745815 -0.201 0.008 -0.103
H 1.425373 -0.863167 2.556463 -0.024 0.938 0.293
C -6.114702 -1.204293 0.873962 -0.769 -0.480 -0.178
C -6.549414 0.221355 0.719967 0.781 0.001 0.633
C -7.646839 0.455616 -0.290732 0.545 0.069 -0.144
O -6.872214 0.670638 2.019252 -0.878 0.709 0.764
H -5.799090 -1.531718 -0.116449 -0.031 -0.620 0.120
H -6.945749 -1.777223 1.309652 0.151 -0.193 -0.518
H -5.304321 -1.292427 1.583480 0.329 0.126 0.072
H -5.619175 0.735110 0.482311 -0.036 0.611 -0.629
H -7.300681 0.043590 -1.247975 -0.282 0.246 0.076
H -7.825719 1.540980 -0.396990 -0.166 -0.545 -0.035
H -8.545160 -0.093212 0.011504 -0.017 0.230 -0.066
H -7.768531 1.035813 2.043320 0.336 -0.122 -0.065
C -3.831811 1.927401 3.619631 -1.816 0.640 0.964
C -3.487322 2.641136 2.361520 -0.268 0.257 -0.903
C -4.521033 3.676227 1.903426 -0.187 -0.760 1.187
O -2.269979 3.337944 2.419478 1.392 -0.259 0.112
H -4.859478 1.562782 3.525480 0.057 -0.221 -0.061
H -3.873377 2.588945 4.491366 0.090 0.392 -0.200
H -3.234349 1.123517 3.954655 1.040 -0.975 -0.234
H -3.340636 1.923780 1.545522 -0.107 -0.116 0.074
H -5.461996 3.207254 1.607126 -0.038 0.142 0.172
H -4.050470 4.116586 1.044971 -0.141 0.760 -0.341
H -4.682940 4.379170 2.767706 0.004 -0.342 -1.042
H -2.422052 4.187314 2.826754 -0.020 0.380 0.280
C 2.403137 -1.652662 -3.235152 0.882 -0.588 0.341
C 1.027979 -2.264023 -3.470589 1.065 -1.114 1.229
C 0.986023 -3.290676 -4.598990 -0.414 1.634 -0.545
O 0.725114 -2.989250 -2.245235 0.565 1.039 0.129
H 2.436727 -1.197851 -2.243275 -0.373 0.675 -0.211
H 2.634525 -0.957425 -4.036838 0.122 0.304 0.164
H 3.281489 -2.336400 -3.126975 -0.963 -0.155 -0.605
H 0.339002 -1.414272 -3.552718 -0.171 -0.383 -0.413
H 0.006164 -3.771238 -4.640240 -0.167 0.282 -0.291
H 1.683897 -4.097660 -4.440738 0.591 0.069 0.008
H 1.186984 -2.696814 -5.522606 -0.160 -0.993 0.262
H -0.005769 -3.541668 -2.469001 -0.878 -0.732 0.062
C -1.686742 -0.349732 -1.916524 0.323 -0.661 0.543
C -1.631930 -0.138967 -0.401543 -0.179 0.091 -0.297
C -2.380012 -1.175603 0.410043 0.128 -0.716 0.719
O -0.272373 0.022189 0.065844 -0.056 -0.749 -0.576
H -2.666088 -0.127785 -2.287950 -0.603 0.347 -0.250
H -1.521090 -1.404245 -2.163444 0.139 0.018 0.170
H -0.946852 0.230121 -2.458586 0.032 0.333 0.024
H -2.128549 0.784314 -0.117585 0.180 0.511 -0.303
H -2.239579 -0.871971 1.461107 -0.144 -0.344 -0.191
H -2.005325 -2.222792 0.304101 -0.159 0.774 -0.093
H -3.469025 -1.170351 0.225729 0.556 0.066 -0.173
H 0.258351 -0.647641 -0.406214 -0.193 0.175 0.428
```
Positions in Å, forces in eV/Å.

Results
LUMO   0.3560 eV
DFT total energy   -1805.8759 a.u.
SMILES   COC[C@H](C)N.COC[C@H](C)N.NC(N)=O.NC(N)=O.CC(C)O.CC(C)O.CC(C)O.CC(C)O

***

The following is a DFT calculation (wB97M-V/def2-TZVPD) of an isolated molecule of C24H24N4O3S in a non-equilibrium geometry.

The geometry in XYZ format:
```
56
Properties=species:S:1:pos:R:3:forces:R:3
C 7.842398 0.137735 -2.682214 0.125 0.111 -0.046
H 8.479432 -0.447145 -3.344154 -0.010 0.086 0.039
O 6.808065 -0.727939 -2.286016 -0.213 -0.177 0.080
C 5.851418 -0.250378 -1.436868 -0.118 0.026 0.088
C 5.807284 1.040889 -0.926229 0.258 -0.263 -0.278
C 4.789410 1.421955 -0.068038 -0.196 0.052 0.154
C 3.799615 0.518015 0.293243 0.337 0.208 -0.203
C 3.842416 -0.779257 -0.220127 0.075 0.135 -0.009
C 4.853608 -1.157194 -1.073268 0.189 0.092 -0.094
H 4.896635 -2.156648 -1.475953 -0.006 -0.127 -0.042
H 3.073394 -1.485836 0.056940 -0.089 -0.105 0.022
N 2.747532 0.829799 1.160699 -0.081 -0.318 0.070
C 2.441800 2.017810 1.718102 -0.311 -0.235 0.245
O 3.046962 3.060691 1.585825 0.143 0.308 -0.029
C 1.197271 1.940005 2.607458 -0.154 -0.026 -0.172
H 1.208495 1.057768 3.245634 0.020 0.044 0.070
H 1.133407 2.849890 3.203609 0.062 -0.097 -0.062
S -0.354655 1.896029 1.652342 -0.008 0.358 0.054
C -0.472198 0.196976 1.312928 0.111 -0.093 0.102
N 0.459424 -0.704244 1.496079 -0.091 0.841 0.257
N -0.037052 -1.886156 1.105906 -0.322 -0.861 -0.392
C -1.264997 -1.706757 0.685639 0.387 0.175 0.181
N -1.600822 -0.378014 0.808305 0.790 -0.293 0.315
C -2.816717 0.323240 0.505184 -0.372 0.243 -0.340
H -3.654067 -0.372831 0.585210 0.063 0.132 0.069
H -2.943662 1.111370 1.254501 -0.092 -0.156 -0.027
C -2.763833 0.961121 -0.891369 -0.155 -0.048 0.207
C -4.036679 1.713878 -1.154820 0.098 -0.012 -0.072
C -4.207464 2.990560 -0.633793 -0.020 -0.048 -0.028
C -5.388263 3.680490 -0.838998 -0.029 0.085 0.054
C -6.414322 3.100273 -1.566059 -0.077 0.037 -0.020
C -6.252756 1.828783 -2.087790 -0.094 -0.028 -0.025
C -5.070628 1.139202 -1.880750 0.019 -0.002 0.012
H -4.949882 0.148893 -2.297905 0.042 -0.101 -0.049
H -7.047932 1.372137 -2.658478 -0.064 -0.030 -0.048
H -7.335894 3.639060 -1.728124 -0.069 0.046 -0.015
H -5.507916 4.673892 -0.432757 -0.009 0.084 0.030
H -3.405043 3.445561 -0.070836 0.110 0.077 0.064
H -1.911411 1.643042 -0.927063 0.043 -0.066 -0.061
H -2.613801 0.183526 -1.643294 0.062 0.019 0.011
C -2.107446 -2.767782 0.200224 -0.184 -0.951 0.026
C -1.905185 -4.108471 0.452262 0.414 0.974 0.326
O -2.864846 -4.834348 -0.143847 0.108 -0.377 0.044
C -3.680716 -3.984178 -0.792650 -0.289 0.780 -0.245
C -3.273380 -2.702203 -0.622000 -0.187 -0.522 -0.117
H -3.731763 -1.836705 -1.051345 -0.155 0.168 -0.122
H -4.504355 -4.406504 -1.332469 -0.075 -0.149 -0.045
C -0.857271 -4.806699 1.233070 -0.227 -0.145 -0.083
H -0.241612 -4.069388 1.738598 -0.004 -0.086 0.002
H -0.224567 -5.393608 0.568551 0.101 -0.045 -0.019
H -1.311417 -5.485899 1.952662 -0.014 -0.066 0.059
H 2.096061 0.055426 1.338135 0.102 0.296 0.087
H 4.763402 2.425968 0.321308 -0.015 0.019 0.015
H 6.560277 1.768097 -1.185417 0.084 0.041 -0.044
H 8.431163 0.480983 -1.825101 -0.028 0.006 -0.029
H 7.455661 1.005240 -3.227228 0.016 -0.018 0.034
```
Positions in Å, forces in eV/Å.

Results
LUMO   0.5702 eV
DFT total energy   -1771.8941 a.u.
SMILES   COc1ccc(NC(=O)CSc2nnc(-c3ccoc3C)n2CCc2ccccc2)cc1

***

The following is a DFT calculation (wB97M-V/def2-TZVPD) of a structure of composition C5H13NO2 in a non-equilibrium geometry.

The geometry in XYZ format:
```
21
Properties=species:S:1:pos:R:3:forces:R:3
C -1.013541 -0.138106 0.593585 -5.822 -1.096 0.669
C 0.798890 0.841346 -0.461524 -0.924 0.722 -2.034
C -0.696177 -1.596489 0.797790 0.012 -0.077 0.048
C 1.667473 -0.346898 -0.783917 0.017 -0.183 -0.035
C 1.312725 1.696625 0.676757 -0.687 -0.138 0.344
N -1.106423 0.509342 -0.608484 4.938 1.271 0.199
O -1.292462 -0.391644 -1.659717 0.150 0.063 0.040
O -2.836099 -0.043809 0.747722 1.506 -0.690 0.854
H -1.700375 0.168338 -2.338604 0.161 -0.158 0.246
H -3.211020 -0.631914 0.074905 0.360 0.000 0.164
H -0.876048 0.515242 1.445478 0.415 0.169 -0.324
H 0.704926 1.472159 -1.346100 0.251 -0.058 0.018
H 0.329260 -1.741166 1.142976 -0.006 0.032 -0.138
H -0.875058 -2.183786 -0.102660 0.128 0.137 0.010
H -1.348939 -1.989642 1.577562 0.010 0.211 -0.019
H 2.603191 -0.002560 -1.243580 -0.179 0.127 0.033
H 1.192588 -1.005462 -1.514490 -0.019 -0.063 0.165
H 1.966800 -0.902485 0.107719 -0.155 -0.063 -0.109
H 2.299977 2.101826 0.418268 -0.195 -0.158 -0.113
H 1.429061 1.125592 1.601831 0.004 0.015 -0.014
H 0.651251 2.543492 0.874484 0.034 -0.061 -0.003
```
Positions in Å, forces in eV/Å.

Results
LUMO   0.7495 eV
DFT total energy   -403.3603 a.u.